1.
{"formula": "CH2Cl4OP2", "method": "ωB97M-V/def2-TZVPD", "species": ["C", "O", "P", "P", "Cl", "Cl", "Cl", "Cl", "H", "H"], "xyz": [[-0.17516, -0.05445, 0.19232], [1.25433, 1.76317, 1.37709], [-0.24122, 1.56399, 0.82252], [2.11554, 3.19476, 1.16720], [-1.57793, 2.05211, 2.10870], [-0.25074, 3.52287, -0.41396], [0.97402, 4.50389, 2.27049], [3.41516, 2.60385, 2.47746], [0.68944, -0.36970, -0.42201], [-1.15647, -0.19219, -0.14802]], "mulliken_spin": [0.917, 0.003, 0.531, 0.018, 0.104, 0.357, 0.005, -0.001, 0.023, 0.042], "e_above_lowest_ev": 1.015, "homo_lumo_gap_ev": [6.9, 7.0], "homo_energy_ha": [-0.233, -0.358], "multiplicity": 3}


2.
{"formula": "CH2Cl4Si", "method": "ωB97M-V/def2-TZVPD", "species": ["C", "Si", "Cl", "Cl", "Cl", "Cl", "H", "H"], "xyz": [[-0.98576, -0.05375, -0.32632], [0.67600, 0.16441, 0.53992], [-0.92787, -1.49773, -1.29030], [1.18579, 2.09936, 1.11442], [2.07142, -0.12956, -1.28110], [0.96138, -1.22663, 1.94441], [-1.08041, 0.87499, -0.85996], [-1.90055, -0.23109, 0.15894]], "nbo_charge": [-0.892, 1.447, 0.002, -0.332, -0.422, -0.310, 0.246, 0.261], "e_above_lowest_ev": 0.924, "homo_lumo_gap_ev": 11.0, "homo_energy_ha": -0.394, "smiles": "ClC[Si](Cl)(Cl)Cl"}


3.
{"formula": "CH2ClF2NS", "method": "ωB97M-V/def2-TZVPD", "species": ["C", "N", "F", "F", "S", "Cl", "H", "H"], "xyz": [[2.01276, 1.69601, 0.43766], [2.60905, 0.87853, -0.08810], [-0.63880, 0.43433, -0.92433], [-1.15696, -2.53200, 0.80600], [-0.88434, -0.91315, 0.02407], [-2.89420, -0.63334, 0.15346], [-0.90529, -1.62867, -1.14359], [1.85777, 2.69830, 0.73483]], "nbo_charge": [0.065, -0.295, -0.557, -0.618, 1.153, -0.100, 0.122, 0.230], "e_above_lowest_ev": 1.750, "homo_lumo_gap_ev": 10.7, "homo_energy_ha": -0.422}


4.
{"formula": "CH2ClFN2O", "method": "ωB97M-V/def2-TZVPD", "species": ["C", "N", "N", "O", "F", "Cl", "H", "H"], "xyz": [[0.33774, 0.60313, 0.06065], [0.50675, -0.02075, 1.22680], [-1.09502, -0.03630, -0.56338], [0.87854, 1.36818, -0.65517], [-0.69578, -1.43988, -0.65118], [-1.30098, 0.50178, -2.12230], [-0.14594, -0.87535, 1.15875], [1.51470, -0.10082, 1.54582]], "nbo_charge": [0.791, -0.835, -0.184, -0.526, -0.301, 0.186, 0.442, 0.427], "e_above_lowest_ev": 0.464, "homo_lumo_gap_ev": 10.5, "homo_energy_ha": -0.364, "smiles": "NC(=O)N(F)Cl"}


5.
{"formula": "CH2ClFS", "method": "ωB97M-V/def2-TZVPD", "species": ["C", "F", "S", "Cl", "H", "H"], "xyz": [[1.04495, -0.56854, 0.54717], [-1.95003, 1.24216, -1.96685], [-1.79770, 0.38907, -0.58106], [1.45813, 0.57531, 1.65603], [1.05031, -0.30768, -0.50197], [0.19435, -1.33032, 0.84668]], "nbo_charge": [-0.339, -0.493, 0.174, 0.181, 0.234, 0.243], "e_above_lowest_ev": 4.377, "homo_lumo_gap_ev": [5.3, 5.3], "homo_energy_ha": [-0.303, -0.303]}


6.
{"formula": "CH2ClN", "method": "ωB97M-V/def2-TZVPD", "species": ["C", "N", "Cl", "H", "H"], "xyz": [[0.84029, -0.03150, -0.54848], [0.80308, -1.20218, -0.45702], [-1.68980, 0.09439, 0.71555], [0.98555, 0.87764, -1.12166], [-0.93912, 0.26165, 1.41160]], "mulliken_spin": [0.974, 0.879, 0.090, 0.074, -0.016], "e_above_lowest_ev": 3.323, "homo_lumo_gap_ev": [7.7, 8.3], "homo_energy_ha": [-0.241, -0.442], "multiplicity": 3}


7.
{"formula": "CH2ClN2O2", "method": "ωB97M-V/def2-TZVPD", "species": ["C", "N", "N", "O", "O", "Cl", "H", "H"], "xyz": [[0.07485, 0.48792, 0.57618], [-1.25275, 0.43008, 0.90269], [-2.11313, 0.06536, 0.07930], [-3.23366, -0.12537, 0.42098], [-1.82867, 0.07802, -1.16659], [0.87541, -0.71986, 1.79989], [0.33121, 1.46741, 0.90640], [0.57240, 0.23870, -0.32241]], "nbo_charge": [-0.124, -0.462, 0.602, -0.498, -0.640, -0.252, 0.179, 0.194], "e_above_lowest_ev": 1.187, "homo_lumo_gap_ev": 8.2, "charge": -1, "homo_energy_ha": -0.156, "smiles": "[O-][N+]([O-])=NCCl"}


8.
{"formula": "CH2ClN2OP", "method": "ωB97M-V/def2-TZVPD", "species": ["C", "N", "N", "O", "P", "Cl", "H", "H"], "xyz": [[-0.69716, -0.81986, 0.80891], [-0.69520, -0.40350, -0.59378], [-0.32772, 0.80899, -0.82880], [-0.17965, -0.22663, 1.73288], [0.56902, 2.05022, -0.95377], [2.58615, 1.49586, -0.51305], [-1.27806, -1.82374, 0.83145], [0.02261, -1.08133, -0.48382]], "mulliken_spin": [0.025, 0.147, 0.767, 0.062, 0.781, 0.187, -0.003, 0.034], "e_above_lowest_ev": 1.243, "homo_lumo_gap_ev": [7.0, 7.1], "homo_energy_ha": [-0.246, -0.380], "multiplicity": 3}